# 1
DFT (ωB97M-V with the def2-TZVPD basis set) results for an isolated ion of composition CHN2S2 and charge +1 in a non-equilibrium geometry.

The geometry in XYZ format:
```
6
CHN2S2, DFT ωB97M-V with the def2-TZVPD basis set
S 0.24 -2.59 -0.44
S 0.42 1.30 0.42
N -0.93 0.99 -0.15
N 1.14 -0.13 0.39
C 0.77 -1.25 0.03
H -1.65 1.69 -0.26
```

Calculated values
Charge: +1
Multiplicity: 1
Frontier orbital gap (alpha / beta) (Eh): 0.296 / 0.296
Energy relative to the best compared isomer or geometry (same formula, charge and spin) (kJ/mol): 0.0
HOMO level (alpha / beta) (eV): -15.5995 / -15.6001
LUMO level (alpha / beta) (hartree): -0.2777 / -0.2777

From a Mulliken analysis of the wavefunction, the atomic charges in e read: atom 1 (S): -0.09, atom 2 (S): 0.63, atom 3 (N): -0.28, atom 4 (N): -0.24, atom 5 (C): 0.66, atom 6 (H): 0.32

# 2
DFT (ωB97M-V with the def2-TZVPD basis set) results for a 2-piece molecular cluster, CHN3O overall in a non-equilibrium geometry.

The geometry in XYZ format:
```
6
CHN3O, DFT ωB97M-V with the def2-TZVPD basis set
O -0.68 -0.08 0.57
N 2.28 -1.77 0.32
N 2.21 -1.74 -0.77
N -0.04 1.59 2.20
C -0.24 0.85 1.35
H -1.14 0.36 -0.14
```

Calculated values
Multiplicity: 1
Frontier orbital gap (Eh): 0.427
Energy relative to the best compared isomer or geometry (same formula, charge and spin) (kJ/mol): 111.7
HOMO level (eV): -11.4751
LUMO level (hartree): 0.0051

From a Mulliken analysis of the wavefunction, the atomic charges in e read: atom 1 (O): -0.42, atom 2 (N): 0.01, atom 3 (N): -0.01, atom 4 (N): -0.35, atom 5 (C): 0.43, atom 6 (H): 0.34

# 3
DFT (ωB97M-V with the def2-TZVPD basis set) results for an isolated molecule of CHN3O2S in a non-equilibrium geometry.

The geometry in XYZ format:
```
8
CHN3O2S, DFT ωB97M-V with the def2-TZVPD basis set
S 0.90 0.78 -1.08
O -0.34 -1.56 -0.30
O 0.10 -1.43 1.84
N 0.57 0.26 0.55
N -1.74 1.51 -1.70
N 0.04 -1.05 0.70
C -0.67 1.20 -1.48
H 1.14 0.30 1.45
```

Calculated values
Multiplicity: 1
Frontier orbital gap (Eh): 0.372
Energy relative to the best compared isomer or geometry (same formula, charge and spin) (kJ/mol): 414.5
HOMO level (eV): -10.6691
LUMO level (hartree): -0.0200

From a Mulliken analysis of the wavefunction, the atomic charges in e read: atom 1 (S): -0.01, atom 2 (O): -0.57, atom 3 (O): -0.63, atom 4 (N): -0.39, atom 5 (N): -0.30, atom 6 (N): 1.17, atom 7 (C): 0.40, atom 8 (H): 0.32